2 unconnected molecules or ions with the total composition C3H9N2O2 at a distorted geometry, computed with the ωB97M-V functional and the def2-TZVPD basis.

Properties
orbital gap = 11.285 eV
relative energy (zero: lowest compared OMol25 entry of this formula, charge and spin) = 226.0 kJ/mol

Structure (ORCA input):
```
! wB97M-V def2-TZVPD RIJCOSX def2/J DEFGRID3
* xyz 1 1
C -2.493 0.094 -0.155
C 1.710 0.751 0.477
C 0.769 -0.498 0.526
N -2.401 1.063 -0.841
N 0.350 -0.931 -0.962
O -2.689 -0.994 0.223
O -0.392 -0.418 1.169
H 2.762 0.604 0.218
H 1.374 1.287 -0.371
H 1.591 1.334 1.360
H 1.324 -1.340 0.795
H -2.347 2.104 -0.802
H -0.217 0.032 2.033
H 1.063 -1.388 -1.407
H -0.390 -1.520 -0.730
H -0.013 -0.182 -1.534
*
```